[1]
{
  "formula": "C24H24N4O2",
  "method": "the ωB97M-V functional and the def2-TZVPD basis",
  "symbols": ["C", "C", "N", "C", "C", "C", "N", "C", "O", "C", "C", "C", "C", "C", "C", "C", "C", "C", "O", "C", "N", "C", "C", "C", "C", "C", "C", "C", "C", "N", "H", "H", "H", "H", "H", "H", "H", "H", "H", "H", "H", "H", "H", "H", "H", "H", "H", "H", "H", "H", "H", "H", "H", "H"],
  "xyz": [[-1.15960, 2.15393, -5.26271], [-0.55611, 3.49787, -4.85950], [0.17130, 3.39778, -3.62394], [-0.32262, 3.40560, -2.37096], [0.74367, 3.22662, -1.51358], [0.71782, 3.11715, -0.02409], [0.46429, 1.75027, 0.40247], [1.45813, 0.90785, 0.76315], [2.62167, 1.24957, 0.84951], [0.98308, -0.47562, 1.08315], [-0.11050, -0.65915, 1.89169], [-0.51952, -1.97192, 2.22666], [-1.65768, -2.14976, 3.14683], [-1.46349, -2.92801, 4.28555], [-2.43285, -3.01990, 5.26375], [-3.62156, -2.32254, 5.11669], [-3.85150, -1.58542, 3.97228], [-2.88757, -1.50587, 2.97055], [-3.23658, -0.78306, 1.85558], [-2.87057, -1.28781, 0.58962], [0.11387, -3.03774, 1.80874], [1.18424, -2.89221, 1.00555], [1.83794, -4.05737, 0.55373], [2.92420, -3.96266, -0.26996], [3.40160, -2.70718, -0.67728], [2.79080, -1.55771, -0.25686], [1.67350, -1.61819, 0.59812], [1.86494, 3.10075, -2.36558], [3.28564, 2.90998, -1.97484], [1.48915, 3.20774, -3.62806], [-1.68001, 2.24928, -6.21154], [-0.37274, 1.41127, -5.36670], [-1.86548, 1.80989, -4.50988], [0.15377, 3.83119, -5.61912], [-1.34339, 4.24915, -4.74712], [-1.36662, 3.55294, -2.17537], [-0.06176, 3.76003, 0.39513], [1.68794, 3.39855, 0.39051], [-0.46351, 1.38715, 0.25082], [-0.64454, 0.18062, 2.31316], [-0.52009, -3.44150, 4.39173], [-2.25919, -3.62153, 6.14272], [-4.37970, -2.37028, 5.88387], [-4.78312, -1.06192, 3.82293], [-2.70095, -2.36617, 0.61877], [-1.96780, -0.80100, 0.20553], [-3.70258, -1.07109, -0.08332], [1.44931, -5.00985, 0.87862], [3.42400, -4.85603, -0.61509], [4.26051, -2.65370, -1.32965], [3.16540, -0.59316, -0.56131], [3.73831, 3.87176, -1.73221], [3.83746, 2.47062, -2.80092], [3.35907, 2.27078, -1.09779]],
  "total_energy_ha": -1298.47818,
  "homo_ev": -8.6,
  "e_lumo_ev": -0.059,
  "smiles": "CCn1cc(CNC(=O)c2cc(-c3ccccc3OC)nc3ccccc23)c(C)n1",
  "homo_lumo_gap_ev": 8.54,
  "relative_energy_kcal_mol": 39.3
}

[2]
{
  "formula": "C29H39BGeN6O2S3SeZr",
  "method": "the ωB97M-V functional and the def2-TZVPD basis",
  "symbols": ["Zr", "C", "C", "C", "C", "C", "C", "C", "S", "O", "O", "N", "C", "C", "C", "C", "C", "C", "C", "C", "N", "C", "H", "H", "H", "H", "H", "H", "H", "H", "H", "H", "H", "H", "H", "C", "N", "C", "C", "N", "B", "N", "C", "C", "N", "C", "C", "S", "C", "S", "H", "H", "H", "H", "H", "H", "H", "H", "H", "H", "H", "H", "C", "Ge", "C", "C", "C", "Se", "C", "H", "H", "H", "H", "H", "H", "H", "H", "H", "H", "H", "H", "H", "H"],
  "xyz": [[-1.01748, 0.57528, -0.05381], [3.86304, 3.30612, -5.74175], [3.20899, 2.48196, -4.67749], [2.05992, 2.94595, -4.02807], [1.45315, 2.20116, -3.03797], [2.01040, 0.97127, -2.69441], [3.14788, 0.48040, -3.31910], [3.73884, 1.24501, -4.30653], [1.19674, 0.02142, -1.48012], [1.65195, -1.33371, -1.40656], [-0.28863, 0.13617, -1.84506], [1.10628, 0.72876, -0.04198], [1.68013, 0.24177, 1.14349], [2.96918, -0.20856, 1.28888], [3.43043, -0.68880, 2.52747], [2.62029, -0.69866, 3.62605], [1.28767, -0.24494, 3.51961], [0.38012, -0.24161, 4.59959], [-0.92832, 0.12637, 4.40192], [-1.35025, 0.47465, 3.11922], [-0.52264, 0.52827, 2.08078], [0.80265, 0.20241, 2.27014], [3.15111, 3.98261, -6.21039], [4.31554, 2.67783, -6.50702], [4.65950, 3.91349, -5.30542], [1.63867, 3.90317, -4.30744], [0.55914, 2.55874, -2.54695], [3.54334, -0.48873, -3.04178], [4.62783, 0.87520, -4.80058], [3.63246, -0.19263, 0.43353], [4.44805, -1.04705, 2.60577], [2.97729, -1.06630, 4.57915], [0.72608, -0.54030, 5.58181], [-1.64055, 0.12586, 5.21461], [-2.38812, 0.71940, 2.92370], [0.09186, 3.72403, 2.78563], [-1.29489, 3.60331, 2.37399], [-2.39014, 3.76337, 3.18815], [-3.48657, 3.57314, 2.41458], [-3.07245, 3.31567, 1.13205], [-4.07591, 3.25925, -0.07789], [-3.47050, 2.40593, -1.25348], [-3.28023, 2.83692, -2.53223], [-3.03811, 1.75562, -3.32147], [-3.08406, 0.65042, -2.51468], [-3.06245, -0.74006, -2.95085], [-3.33357, 1.07254, -1.24365], [-3.45929, 0.04313, 0.14390], [-1.73378, 3.33161, 1.11953], [-0.69167, 3.11628, -0.24724], [0.22762, 3.23848, 3.75123], [0.37742, 4.77138, 2.87439], [0.72638, 3.25557, 2.03895], [-2.29829, 4.00006, 4.23414], [-4.53182, 3.61660, 2.66814], [-5.06042, 2.69956, 0.30190], [-4.25096, 4.36647, -0.48850], [-3.34140, 3.88133, -2.78339], [-2.86455, 1.68479, -4.38135], [-3.24054, -0.76779, -4.02221], [-3.85212, -1.28734, -2.44321], [-2.10197, -1.20482, -2.74015], [0.64362, -4.60665, 2.58087], [0.98453, -4.90202, 0.65643], [2.79840, -4.31175, 0.18985], [0.58194, -6.77008, 0.20889], [-0.22012, -3.72378, -0.47294], [-0.51977, -2.04493, 0.48739], [-2.10942, -2.66231, 1.44931], [1.51347, -4.95400, 3.13944], [-0.21750, -5.18317, 2.91979], [0.48838, -3.55297, 2.81096], [3.51868, -4.62424, 0.94486], [2.81341, -3.22389, 0.10742], [3.10027, -4.73671, -0.76730], [1.28982, -7.42152, 0.72148], [0.66106, -6.95371, -0.86176], [-0.42319, -7.03146, 0.53840], [-1.18749, -4.15030, -0.72811], [0.31273, -3.46824, -1.38695], [-1.87540, -3.59977, 1.94608], [-2.92160, -2.80282, 0.74095], [-2.39010, -1.91315, 2.18539]],
  "total_energy_ha": -7352.00203,
  "homo_ev": -13.5,
  "e_lumo_ev": -6.410,
  "homo_lumo_gap_ev": 7.06,
  "total_charge": 2,
  "relative_energy_kcal_mol": 32.5
}

[3]
{
  "formula": "C4H9BINO2",
  "method": "the ωB97M-V functional and the def2-TZVPD basis",
  "symbols": ["C", "O", "B", "O", "N", "C", "C", "C", "I", "H", "H", "H", "H", "H", "H", "H", "H", "H"],
  "xyz": [[-1.97723, -0.62950, 2.43741], [-1.33472, -1.47402, 1.50298], [-1.02664, -1.07874, 0.20605], [-0.20845, -1.80101, -0.64039], [-1.16767, 0.14547, -0.42073], [0.10653, 0.92192, -0.62915], [1.04057, 0.33049, -1.34194], [2.17507, 1.11514, -1.90714], [3.78826, 1.77329, -0.00215], [-2.89161, -1.21049, 2.61535], [-2.20034, 0.29781, 2.05527], [-1.19611, -0.63104, 3.25780], [0.49651, -2.38592, -0.28901], [-1.80205, 0.98902, -0.41512], [0.22080, 1.90138, -0.01685], [1.13117, -0.77437, -1.56332], [3.00244, 0.58264, -2.25803], [1.84349, 1.92794, -2.59103]],
  "total_energy_ha": -685.58422,
  "homo_ev": [-8.6, -8.6],
  "e_lumo_ev": [-0.790, -0.790],
  "smiles": "COB(O)N/C=C/CI",
  "homo_lumo_gap_ev": [7.78, 7.78],
  "relative_energy_kcal_mol": 0.0
}

[4]
{
  "formula": "C4H12O2S",
  "method": "the ωB97M-V functional and the def2-TZVPD basis",
  "symbols": ["O", "C", "C", "C", "C", "S", "H", "H", "H", "H", "H", "H", "H", "H", "H", "H", "O", "H", "H"],
  "xyz": [[0.03413, 1.05244, 2.34150], [-1.24135, 0.70516, 1.84433], [-1.25517, -0.42052, 0.80197], [-0.60883, 0.04395, -0.50768], [-0.54957, -1.13840, -1.46750], [0.41439, -0.71571, -2.98422], [0.63197, 1.22777, 1.61573], [-1.87220, 0.51453, 2.71070], [-1.64735, 1.59822, 1.32456], [-2.26092, -0.82689, 0.70550], [-0.61881, -1.20825, 1.23338], [0.36781, 0.45343, -0.27641], [-1.16150, 0.88723, -0.93384], [0.05239, -1.92180, -0.99609], [-1.51422, -1.60096, -1.64440], [1.41180, -0.14405, -2.33379], [2.90252, 0.45081, -0.49800], [3.45087, 0.89900, -1.15257], [3.46405, 0.14404, 0.21685]],
  "total_energy_ha": -708.24917,
  "homo_ev": -8.8,
  "e_lumo_ev": 0.399,
  "smiles": "OCCCCS.O",
  "homo_lumo_gap_ev": 9.21,
  "relative_energy_kcal_mol": 6.1
}

[5]
{
  "formula": "C5H8O",
  "method": "the ωB97M-V functional and the def2-TZVPD basis",
  "symbols": ["C", "C", "C", "C", "H", "H", "H", "H", "H", "H", "C", "O", "H", "H"],
  "xyz": [[-0.48056, 0.80731, 1.55033], [0.65537, 0.11108, 1.46063], [0.87802, -1.01517, 0.52317], [-0.03553, -1.57018, -0.28058], [-1.32645, 0.62811, 0.89049], [-0.58174, 1.59433, 2.29268], [1.49861, 0.37751, 2.10338], [1.87673, -1.44943, 0.54684], [-1.06320, -1.21529, -0.32096], [0.22115, -2.37615, -0.96412], [-0.40001, 1.04417, -1.95283], [-1.39587, 1.17457, -1.29055], [-0.44576, 0.99431, -3.06000], [0.59924, 0.89484, -1.49849]],
  "total_energy_ha": -270.46691,
  "homo_ev": -8.8,
  "e_lumo_ev": 0.657,
  "smiles": "C=CC=C.C=O",
  "homo_lumo_gap_ev": 9.50,
  "relative_energy_kcal_mol": 57.1
}

[6]
{
  "formula": "C28H68BCl2N4O9P",
  "method": "the ωB97M-V functional and the def2-TZVPD basis",
  "symbols": ["C", "C", "Cl", "C", "Cl", "B", "P", "C", "O", "H", "H", "H", "H", "H", "H", "H", "H", "C", "O", "C", "C", "N", "C", "C", "O", "C", "H", "H", "H", "H", "H", "H", "H", "H", "H", "H", "H", "H", "H", "H", "H", "C", "O", "C", "C", "N", "C", "C", "O", "C", "H", "H", "H", "H", "H", "H", "H", "H", "H", "H", "H", "H", "H", "H", "H", "C", "O", "C", "C", "N", "C", "C", "O", "C", "H", "H", "H", "H", "H", "H", "H", "H", "H", "H", "H", "H", "H", "H", "H", "C", "O", "C", "C", "N", "C", "C", "O", "C", "H", "H", "H", "H", "H", "H", "H", "H", "H", "H", "H", "H", "H", "H", "H"],
  "xyz": [[-0.83334, 1.60171, -2.19332], [-2.09766, 1.42373, -2.97664], [-2.69831, 2.90419, -3.69215], [-2.73629, 0.30873, -3.14807], [-2.16681, -1.20494, -2.48434], [-4.10486, 0.31970, -3.96254], [-5.71979, 0.47392, -2.90353], [-5.81035, 2.26820, -2.49147], [-5.42646, -0.34837, -1.46942], [-0.39835, 0.65897, -1.87964], [-0.12757, 2.28284, -2.68468], [-1.14321, 2.11221, -1.27306], [-4.14516, 0.22765, -5.14265], [-4.94906, 2.59690, -1.90216], [-5.74855, 2.81600, -3.43137], [-6.70809, 2.53203, -1.93638], [-5.34894, 0.30061, -0.75058], [-1.43484, 1.10362, 2.49270], [-0.40056, 1.81003, 1.83356], [0.44103, 2.55312, 2.71481], [1.81306, 1.91353, 2.83291], [1.75539, 0.64990, 3.55850], [2.96301, -0.17089, 3.45351], [3.40532, -0.61885, 2.06056], [2.53482, -1.54718, 1.43691], [1.40793, -0.95106, 0.81811], [-2.14306, 0.77200, 1.73305], [-1.05358, 0.21651, 3.00939], [-1.96291, 1.74189, 3.20659], [-0.02415, 2.69231, 3.69517], [0.56730, 3.54343, 2.26744], [2.48638, 2.59890, 3.35729], [2.19357, 1.77870, 1.81224], [0.97995, 0.10784, 3.20481], [2.78188, -1.06820, 4.05052], [3.79286, 0.36182, 3.93024], [4.35901, -1.14069, 2.17939], [3.60683, 0.22616, 1.39127], [1.64048, 0.03154, 0.40058], [0.57893, -0.87714, 1.52497], [1.07827, -1.60149, 0.00645], [-0.97925, -2.10179, 8.70361], [-1.24260, -0.95582, 9.49108], [-0.12922, -0.49823, 10.25114], [0.43050, 0.79656, 9.69327], [1.09247, 0.58752, 8.41112], [1.39848, 1.81389, 7.67567], [0.24548, 2.73399, 7.27612], [-0.61647, 2.19919, 6.28830], [-1.60966, 1.31106, 6.76648], [-1.93644, -2.49262, 8.36049], [-0.37687, -1.85765, 7.82232], [-0.47565, -2.87913, 9.28470], [0.64550, -1.26625, 10.33312], [-0.50201, -0.29919, 11.25988], [1.15202, 1.20990, 10.40469], [-0.40631, 1.50180, 9.61084], [0.50210, 0.01169, 7.82646], [1.90562, 1.50768, 6.75674], [2.12210, 2.39397, 8.25849], [0.69349, 3.62207, 6.82151], [-0.33029, 3.09530, 8.13662], [-1.96870, 1.58895, 7.76010], [-1.24274, 0.28173, 6.77058], [-2.45095, 1.34857, 6.07263], [-4.70733, -5.89681, -4.15257], [-3.63857, -5.20359, -4.76832], [-2.78395, -4.51725, -3.85845], [-1.43563, -5.20252, -3.74292], [-1.53822, -6.48012, -3.04713], [-0.35019, -7.32701, -3.15102], [0.11201, -7.77159, -4.53835], [-0.75431, -8.68542, -5.18618], [-1.86575, -8.10471, -5.84388], [-5.41164, -6.17799, -4.93471], [-4.36506, -6.81267, -3.65918], [-5.22823, -5.26550, -3.42747], [-3.25342, -4.38855, -2.87858], [-2.62174, -3.52110, -4.27663], [-0.74937, -4.55037, -3.19326], [-1.04606, -5.32386, -4.76157], [-2.32382, -6.99516, -3.42061], [-0.55892, -8.22920, -2.57059], [0.48090, -6.81670, -2.65285], [1.05230, -8.31214, -4.40022], [0.34453, -6.92695, -5.19777], [-1.62825, -7.12694, -6.26961], [-2.72119, -8.02458, -5.16868], [-2.15736, -8.77249, -6.65523], [2.44030, 1.82937, -4.28180], [2.18307, 2.98134, -3.49662], [3.29750, 3.39626, -2.71219], [3.91324, 4.67278, -3.25270], [4.59330, 4.44677, -4.52230], [4.95580, 5.66660, -5.24395], [3.84233, 6.62728, -5.66024], [2.97993, 6.13213, -6.66811], [1.94605, 5.27693, -6.21579], [1.48302, 1.46126, -4.65077], [3.06751, 2.06851, -5.14611], [2.91228, 1.03884, -3.69218], [4.04146, 2.60001, -2.61711], [2.91157, 3.60601, -1.71003], [4.63415, 5.05748, -2.52482], [3.10347, 5.40710, -3.34847], [3.99519, 3.89476, -5.12180], [5.47163, 5.34884, -6.15337], [5.68669, 6.21790, -4.64312], [4.32805, 7.50294, -6.09894], [3.26379, 7.00022, -4.80660], [1.58045, 5.55988, -5.22567], [2.27429, 4.23441, -6.21353], [1.11948, 5.35245, -6.92292]],
  "total_energy_ha": -3290.16189,
  "homo_ev": -8.0,
  "e_lumo_ev": -0.441,
  "smiles": "C/C(Cl)=C(\\Cl)BP(C)O.COCCNCCOC.COCCNCCOC.COCCNCCOC.COCCNCCOC",
  "homo_lumo_gap_ev": 7.58
}

Please write out number 3 again, unchanged.
{
  "formula": "C4H9BINO2",
  "method": "the ωB97M-V functional and the def2-TZVPD basis",
  "symbols": ["C", "O", "B", "O", "N", "C", "C", "C", "I", "H", "H", "H", "H", "H", "H", "H", "H", "H"],
  "xyz": [[-1.97723, -0.62950, 2.43741], [-1.33472, -1.47402, 1.50298], [-1.02664, -1.07874, 0.20605], [-0.20845, -1.80101, -0.64039], [-1.16767, 0.14547, -0.42073], [0.10653, 0.92192, -0.62915], [1.04057, 0.33049, -1.34194], [2.17507, 1.11514, -1.90714], [3.78826, 1.77329, -0.00215], [-2.89161, -1.21049, 2.61535], [-2.20034, 0.29781, 2.05527], [-1.19611, -0.63104, 3.25780], [0.49651, -2.38592, -0.28901], [-1.80205, 0.98902, -0.41512], [0.22080, 1.90138, -0.01685], [1.13117, -0.77437, -1.56332], [3.00244, 0.58264, -2.25803], [1.84349, 1.92794, -2.59103]],
  "total_energy_ha": -685.58422,
  "homo_ev": [-8.6, -8.6],
  "e_lumo_ev": [-0.790, -0.790],
  "smiles": "COB(O)N/C=C/CI",
  "homo_lumo_gap_ev": [7.78, 7.78],
  "relative_energy_kcal_mol": 0.0
}